A 2-piece molecular cluster, C20H31FN3O3PS overall. Source: the Open Molecules 2025 dataset; level of theory: ωB97M-V with the def2-TZVPD basis set.

Last columns: bonded neighbours and bond lengths (Å).
CARTESIAN COORDINATES (ANGSTROEM)
1 C -1.005 -6.559 1.006  C2 1.548, H26 1.092, H27 1.092, H28 1.096
2 C -1.042 -5.730 -0.300  C1 1.548, C3 1.546, H29 1.095, H30 1.092
3 C -0.225 -4.421 -0.209  C2 1.546, C4 1.536, H31 1.095, H32 1.092
4 C 0.027 -3.933 -1.644  C3 1.536, C5 1.556, H33 1.093, H34 1.092
5 C 1.032 -2.746 -1.715  C4 1.556, C6 1.553, H35 1.093, H36 1.095
6 C 0.354 -1.493 -2.334  C5 1.553, C7 1.538, H37 1.094, H38 1.093
7 C 1.441 -0.614 -2.975  C6 1.538, C8 1.550, H39 1.090, H40 1.098
8 C 1.017 0.838 -3.311  C7 1.550, C9 1.530, H41 1.092, H42 1.096
9 C -0.037 1.443 -2.382  C8 1.530, N10 1.476, H43 1.100, H44 1.092
10 N 0.270 1.361 -0.941  C9 1.476, C11 1.429, C24 1.398
11 C -0.743 2.007 -0.167  N10 1.429, O12 1.212, C13 1.507
12 O -1.925 1.744 -0.204  C11 1.212
13 C -0.005 3.004 0.690  C11 1.507, C14 1.362, C23 1.371
14 C -0.457 3.967 1.540  C13 1.362, C15 1.371, H45 1.086
15 C 0.455 4.721 2.232  C14 1.371, P16 1.824, C18 1.388
16 P -0.188 5.983 3.382  C15 1.824, S17 1.951, H46 1.413, H47 1.413
17 S 0.235 5.678 5.262  P16 1.951
18 C 1.823 4.527 2.097  C15 1.388, C19 1.536, C22 1.377
19 C 2.835 5.369 2.890  C18 1.536, C20 1.530, F21 1.399, H48 1.088
20 C 4.053 4.506 3.227  C19 1.530, H49 1.090, H50 1.092, H51 1.090
21 F 3.254 6.367 2.003  C19 1.399
22 C 2.262 3.563 1.218  C18 1.377, C23 1.355, H52 1.082
23 C 1.346 2.831 0.539  C13 1.371, C22 1.355, C24 1.525
24 C 1.543 1.716 -0.484  N10 1.398, C23 1.525, O25 1.210
25 O 2.626 1.252 -0.756  C24 1.210
26 H -0.812 -5.954 1.894  C1 1.092
27 H -0.277 -7.366 0.907  C1 1.092
28 H -1.977 -7.040 1.161  C1 1.096
29 H -0.593 -6.333 -1.096  C2 1.095
30 H -2.080 -5.513 -0.561  C2 1.092
31 H 0.698 -4.560 0.363  C3 1.095
32 H -0.868 -3.731 0.341  C3 1.092
33 H 0.434 -4.765 -2.224  C4 1.093
34 H -0.931 -3.585 -2.035  C4 1.092
35 H 1.951 -2.987 -2.257  C5 1.093
36 H 1.331 -2.510 -0.688  C5 1.095
37 H -0.397 -1.791 -3.071  C6 1.094
38 H -0.170 -1.008 -1.507  C6 1.093
39 H 2.363 -0.667 -2.395  C7 1.090
40 H 1.689 -1.090 -3.932  C7 1.098
41 H 0.690 0.852 -4.353  C8 1.092
42 H 1.906 1.477 -3.271  C8 1.096
43 H -0.208 2.479 -2.706  C9 1.100
44 H -0.980 0.926 -2.573  C9 1.092
45 H -1.522 4.117 1.684  C14 1.086
46 H -1.590 5.894 3.231  P16 1.413
47 H 0.201 7.259 2.916  P16 1.413
48 H 2.376 5.783 3.784  C19 1.088
49 H 4.660 4.999 3.987  C20 1.090
50 H 4.679 4.390 2.339  C20 1.092
51 H 3.753 3.499 3.515  C20 1.090
52 H 3.306 3.331 1.053  C22 1.082
53 N -5.060 -3.668 0.023  C54 1.368, H57 1.002, H58 1.003
54 C -4.089 -2.733 -0.208  N53 1.368, N55 1.367, O56 1.218
55 N -4.479 -1.665 -0.968  C54 1.367, H59 1.004, H60 1.002
56 O -2.959 -2.842 0.231  C54 1.218
57 H -5.996 -3.598 -0.328  N53 1.002
58 H -4.806 -4.464 0.578  N53 1.003
59 H -3.789 -0.959 -1.153  N55 1.004
60 H -5.402 -1.554 -1.339  N55 1.002

Results
energy above the lowest of the compared OMol25 structures with the same formula, charge and spin = 0.0 kcal per mole
HOMO = -0.3301 Ha
lowest unoccupied orbital energy = -0.8 eV
HOMO-LUMO gap = 8.171 eV
E = -54698.460 eV
structure (SMILES) = CCCCCCCCCN1C(=O)c2cc([PH2]=S)c([C@@H](C)F)cc2C1=O.NC(N)=O